1.
Density functional theory data (ωB97M-V/def2-TZVPD) for a structure of composition C52H50AsBBrHgN6O4S2.

Last column: Löwdin spin population.
Element x y z (Å)
Hg -0.453 0.188 -2.122  0.01
C 3.419 3.467 -4.587  0.00
C 3.991 2.087 -4.911  0.00
N 3.797 1.115 -3.859  0.03
C 2.527 0.596 -3.607  0.06
S 2.370 -0.202 -2.059  0.02
N 1.655 0.745 -4.558  0.00
N 0.425 0.205 -4.293  0.23
C -0.425 0.088 -5.298  0.09
C -0.067 0.588 -6.669  0.01
C -1.638 -0.596 -5.020  0.14
C -2.619 -0.884 -6.011  0.04
C -3.729 -1.615 -5.702  0.07
C -3.909 -2.079 -4.381  0.12
C -2.966 -1.708 -3.450  0.02
N -1.864 -1.007 -3.712  0.15
H 3.565 4.160 -5.420  0.00
H 2.351 3.378 -4.390  0.00
H 3.899 3.889 -3.701  0.00
H 3.505 1.700 -5.806  0.00
H 5.065 2.157 -5.109  0.00
H 4.326 1.246 -3.012  0.00
H 0.479 1.526 -6.578  0.00
H 0.596 -0.112 -7.189  0.00
H -0.948 0.747 -7.287  0.00
H -2.480 -0.524 -7.021  0.00
H -4.470 -1.824 -6.466  0.00
H -4.779 -2.645 -4.082  0.01
H -3.103 -1.982 -2.411  0.00
S -4.137 0.860 -1.001  0.00
C -4.989 -0.166 0.080  0.00
C -6.380 -0.047 0.311  0.00
C -7.035 -0.814 1.251  0.00
C -6.340 -1.753 2.014  0.00
C -4.980 -1.914 1.785  0.00
C -4.310 -1.152 0.832  0.00
As -2.422 -1.397 0.381  0.00
C -2.167 -3.015 1.515  0.00
C -1.807 -3.031 2.857  0.00
C -1.644 -4.232 3.542  0.00
C -1.846 -5.438 2.891  0.00
C -2.207 -5.440 1.550  0.00
C -2.357 -4.241 0.873  0.00
C -1.556 -0.141 1.619  0.00
C -2.234 0.532 2.626  0.00
C -1.562 1.426 3.452  0.00
C -0.205 1.663 3.277  0.00
C 0.482 1.002 2.266  0.00
C -0.194 0.108 1.447  0.00
H -6.921 0.688 -0.273  0.00
H -8.103 -0.684 1.398  0.00
H -6.846 -2.355 2.759  0.00
H -4.442 -2.656 2.364  0.00
H -1.645 -2.097 3.381  0.00
H -1.348 -4.219 4.583  0.00
H -1.711 -6.373 3.421  0.00
H -2.359 -6.378 1.029  0.00
H -2.614 -4.249 -0.182  0.00
H -3.300 0.372 2.747  0.00
H -2.106 1.959 4.223  0.00
H 0.310 2.381 3.904  0.00
H 1.533 1.204 2.095  0.00
H 0.334 -0.357 0.616  0.00
C 0.740 -3.508 -4.103  0.00
O 0.587 -3.520 -2.693  0.00
C 1.674 -3.784 -1.953  0.00
C 2.881 -4.252 -2.442  0.00
C 3.896 -4.569 -1.547  0.00
Br 5.549 -5.220 -2.243  0.00
C 3.758 -4.420 -0.195  0.00
C 2.555 -3.898 0.307  0.00
C 1.512 -3.585 -0.566  0.00
O 0.294 -3.096 -0.202  0.00
C 2.474 -3.661 1.758  0.00
N 2.974 -4.439 2.685  0.00
C 2.697 -3.795 3.879  0.00
C 2.978 -4.179 5.190  0.00
C 2.574 -3.341 6.212  0.00
C 1.904 -2.135 5.950  0.00
C 1.609 -1.739 4.659  0.00
C 2.010 -2.595 3.640  0.00
N 1.869 -2.538 2.273  0.00
H 1.002 -4.508 -4.467  0.00
H 1.501 -2.780 -4.393  0.00
H -0.221 -3.197 -4.500  0.00
H 3.041 -4.355 -3.503  0.00
H 4.551 -4.673 0.492  0.00
H 0.084 -3.304 0.719  0.00
H 3.496 -5.108 5.388  0.00
H 2.777 -3.618 7.240  0.00
H 1.607 -1.504 6.777  0.00
H 1.089 -0.813 4.448  0.00
H 1.502 -1.759 1.745  0.00
C 1.762 6.360 3.778  0.00
C 1.671 6.617 2.267  0.00
C 1.056 8.003 2.028  0.00
C 3.093 6.623 1.706  0.00
C 0.798 5.543 1.615  0.00
C -0.526 5.391 2.042  0.00
C -1.373 4.409 1.533  0.00
C -0.852 3.569 0.576  0.00
O -1.431 2.519 -0.055  0.00
B -0.460 1.979 -0.912  0.00
O 0.710 2.769 -0.809  0.00
C 0.449 3.720 0.127  0.00
C 1.293 4.689 0.624  0.00
H 2.407 7.104 4.254  0.00
H 2.176 5.369 3.971  0.00
H 0.780 6.409 4.250  0.00
H 1.684 8.782 2.469  0.00
H 0.062 8.077 2.469  0.00
H 0.962 8.199 0.959  0.00
H 3.688 7.374 2.230  0.00
H 3.104 6.867 0.642  0.00
H 3.580 5.656 1.839  0.00
H -0.917 6.057 2.802  0.00
H -2.391 4.297 1.880  0.00
H 2.301 4.760 0.242  0.00

Its expectation value of S² is 0.775. Its spin multiplicity is 2. Its orbital gap (spin up / spin down) is 3.54 / 5.20 eV. As for the energy relative to the best compared isomer or geometry (same formula, charge and spin): 190.2 kJ/mol. As for the net charge: -2.

2.
Density functional theory data (ωB97M-V/def2-TZVPD) for a structure of composition C52H50FLaN7O11.

Last column: Mulliken charge in e.
Element x y z (Å)
La 0.229 -1.196 -0.515  2.72
C -1.970 -2.540 2.460  -0.90
O -0.635 -2.523 1.979  -0.43
C 0.340 -2.087 2.821  0.72
C 0.136 -1.497 4.045  -0.69
C 1.302 -1.147 4.774  -0.83
C 2.556 -1.285 4.283  -0.72
C 2.770 -1.789 3.014  -0.09
C 1.674 -2.223 2.305  0.01
N 1.741 -2.689 0.956  0.47
N 2.788 -3.418 0.822  -0.76
C 3.146 -3.889 -0.401  -0.45
C 2.604 -3.501 -1.663  0.72
O 1.615 -2.690 -1.823  -0.02
C 3.078 -4.195 -2.857  -0.79
C 4.212 -4.903 -2.805  -0.60
C 4.961 -5.096 -1.526  0.82
C 6.152 -5.903 -1.617  -0.87
C 6.788 -6.246 -0.443  -0.72
C 6.234 -5.771 0.733  -0.55
C 5.087 -5.024 0.796  -0.57
C 4.403 -4.706 -0.373  0.56
H -1.995 -3.177 3.359  0.49
H -2.354 -1.547 2.750  0.24
H -2.590 -2.956 1.688  0.12
H -0.863 -1.419 4.462  0.51
H 1.243 -0.735 5.769  0.41
H 3.424 -1.041 4.910  0.36
H 3.759 -1.705 2.580  0.54
H 2.413 -4.115 -3.785  0.14
H 4.560 -5.377 -3.745  0.33
H 6.512 -6.201 -2.591  0.40
H 7.693 -6.775 -0.407  0.45
H 6.769 -5.916 1.685  0.33
H 4.646 -4.772 1.752  0.40
C 3.012 5.962 3.453  -1.00
C 2.197 5.556 2.304  -1.03
N 1.774 4.134 2.211  0.21
C 2.237 3.361 1.195  -0.34
C 1.733 2.177 0.750  -0.72
C 2.337 1.570 -0.509  -0.03
O 3.027 2.296 -1.216  -0.82
O 2.049 0.364 -0.771  -0.51
C 0.707 1.555 1.543  -0.06
O 0.193 0.446 1.362  0.17
C 0.134 2.403 2.611  0.86
C -0.942 1.971 3.339  -0.33
C -1.631 2.808 4.180  -0.20
F -2.634 2.296 4.932  -0.38
C -1.241 4.141 4.342  -1.97
C -0.113 4.571 3.665  -0.88
C 0.590 3.718 2.830  1.37
N -1.957 4.929 5.283  0.40
C -1.638 4.490 6.611  -0.51
C -1.992 5.560 7.591  -0.82
N -3.449 5.910 7.420  -0.12
C -3.771 6.367 5.995  -0.87
C -3.374 5.227 5.029  -0.35
H 3.234 7.002 3.283  0.38
H 3.914 5.345 3.579  0.32
H 2.368 5.865 4.342  0.24
H 2.630 5.836 1.322  0.51
H 1.299 6.107 2.340  0.50
H 3.094 3.705 0.637  0.69
H -1.252 0.962 3.130  0.68
H 0.238 5.548 3.830  0.55
H -0.553 4.341 6.714  0.42
H -2.069 3.539 6.869  0.38
H -1.398 6.472 7.392  0.35
H -1.854 5.246 8.631  0.41
H -3.688 6.623 8.064  0.34
H -4.057 5.156 7.664  0.37
H -3.160 7.214 5.778  0.38
H -4.811 6.634 5.962  0.44
H -3.568 5.586 4.022  0.43
H -4.038 4.339 5.281  0.32
O -1.546 1.685 -1.154  -0.67
H -1.161 1.497 -2.011  0.30
H -1.975 0.885 -0.846  0.21
O -1.864 -2.721 -1.074  -0.84
C -2.609 -1.713 -0.922  0.96
O -2.227 -0.779 -0.101  -0.75
C -3.856 -1.616 -1.811  0.32
C -4.369 -0.370 -2.062  -0.53
C -5.380 -0.159 -2.974  -1.07
C -5.962 -1.275 -3.575  0.72
O -6.880 -1.394 -4.597  -0.49
C -7.019 -2.811 -4.832  -0.27
O -6.114 -3.463 -3.991  -0.52
C -5.465 -2.580 -3.244  0.80
C -4.459 -2.800 -2.341  -0.88
H -3.876 0.518 -1.654  0.45
H -5.717 0.827 -3.272  0.44
H -6.756 -3.078 -5.889  0.26
H -8.008 -3.112 -4.575  0.29
H -4.149 -3.791 -2.083  0.53
C 2.249 -1.547 -6.644  -1.08
N 1.568 -0.556 -5.886  -0.06
N 0.594 -0.976 -4.956  1.27
C 0.729 -0.308 -3.797  0.33
O -0.095 -0.315 -2.840  -0.26
C 1.833 0.569 -3.939  -0.60
C 2.315 0.414 -5.191  0.56
C 3.410 1.050 -5.927  -1.70
C -0.511 -1.766 -5.300  -0.82
C -0.632 -3.024 -4.787  0.44
C -1.780 -3.774 -5.054  -0.49
C -2.753 -3.322 -5.930  -0.47
C -2.589 -2.059 -6.448  -0.68
C -1.484 -1.232 -6.146  -0.38
H 2.858 -0.991 -7.424  0.39
H 1.534 -2.212 -7.168  0.35
H 2.906 -2.119 -5.971  0.27
H 2.186 1.279 -3.165  0.17
H 3.651 2.046 -5.513  0.41
H 3.259 1.213 -7.012  0.39
H 4.360 0.510 -5.802  0.30
H 0.154 -3.524 -4.257  0.22
H -1.988 -4.682 -4.485  0.34
H -3.642 -3.896 -6.205  0.45
H -3.364 -1.569 -7.016  0.35
H -1.383 -0.237 -6.512  0.54

Its spin multiplicity is 1. Its orbital gap is 5.39 eV. As for the energy relative to the best compared isomer or geometry (same formula, charge and spin): 130.0 kJ/mol. As for the net charge: +1.

Question: What is the energy relative to the best compared isomer or geometry (same formula, charge and spin) in the second record?
Answer: 130.0 kJ/mol

Question: Which formula does entry 2 have?
Answer: C52H50FLaN7O11

Question: The lowest energy relative to the best compared isomer or geometry (same formula, charge and spin) belongs to which entry?
Answer: C52H50FLaN7O11